[1]
This record from the OMol25 dataset describes the molecule CHF3. The level of theory is ωB97M-V/def2-TZVPD.

```
! RIJCOSX wB97M-V def2-TZVPD def2/J DEFGRID3
* xyz 0 1
F 0.72168 -0.96273 -0.40285
C -0.01248 -0.06804 0.00325
F 0.60752 1.05522 -0.38595
F -1.37034 -0.03864 -0.38695
H 0.05362 0.01418 1.17250
*
```

- SMILES: FC(F)F
- Relative energy (zero: lowest compared OMol25 entry of this formula, charge and spin): 74.7 kJ/mol
- LUMO level: 0.0398 hartree
- Frontier orbital gap: 14.248 eV

Charges in e, computed with natural (NBO), in the same order as the atoms: number 1, F, carries -0.279; number 2, C, carries 0.881; number 3, F, carries -0.345; number 4, F, carries -0.347; number 5, H, carries 0.089

=====

[2]
This record from the OMol25 dataset describes the ion CH2ClN8S with charge -1. The level of theory is ωB97M-V/def2-TZVPD.

```
! RIJCOSX wB97M-V def2-TZVPD def2/J DEFGRID3
* xyz -1 1
S 0.43820 -1.75483 -2.10966
C -0.68172 -1.85753 -0.86894
N -1.54043 -2.83984 -0.62217
N -2.39726 -2.50947 0.24037
N -2.21414 -1.25933 0.63256
N -1.19497 -0.78354 -0.11938
N -0.51951 0.49913 -0.18446
N 0.81227 0.35661 -0.24897
N 1.43901 0.38245 0.86064
N 2.64284 0.20469 0.99301
Cl 3.22436 0.62949 2.59438
H -0.78474 1.02182 0.65298
H 0.90272 -0.41531 -0.92935
*
```

- SMILES: [S-]c1nnnn1NN/N=N/Cl
- Relative energy (zero: lowest compared OMol25 entry of this formula, charge and spin): 109.1 kJ/mol
- LUMO level: 0.1184 hartree
- Frontier orbital gap: 7.467 eV

Charges in e, computed with natural (NBO), in the same order as the atoms: number 1, S, carries -0.351; number 2, C, carries 0.100; number 3, N, carries -0.337; number 4, N, carries -0.082; number 5, N, carries -0.165; number 6, N, carries -0.107; number 7, N, carries -0.253; number 8, N, carries -0.276; number 9, N, carries -0.049; number 10, N, carries -0.214; number 11, Cl, carries 0.006; number 12, H, carries 0.372; number 13, H, carries 0.357

=====

[3]
This record from the OMol25 dataset describes a structure of composition C27H24F5N5NiOS3. The level of theory is ωB97M-V/def2-TZVPD.

```
! RIJCOSX wB97M-V def2-TZVPD def2/J DEFGRID3
* xyz 0 1
Ni -1.20269 -1.25720 -1.67712
S 1.09054 -1.54536 -1.78533
C 1.60746 -1.29660 -0.24037
N 2.90019 -1.20274 0.05880
C 3.37265 -1.21570 1.43979
C 2.47462 -0.34285 2.25326
N 1.10569 -0.83743 2.12145
C 0.28769 -0.65211 3.32844
C 0.20126 0.80836 3.70658
C -0.30935 1.72250 2.78759
C -0.38417 3.06721 3.10998
C 0.04700 3.51031 4.35626
C 0.55585 2.60465 5.27392
C 0.63670 1.25547 4.94569
C 0.60049 -1.21247 0.94378
S -0.96409 -1.66478 0.72150
C 3.95735 -1.16024 -0.96236
C 4.74723 0.11800 -0.83944
C 6.10606 0.10976 -0.55814
C 6.80577 1.30601 -0.44183
C 6.14278 2.51316 -0.59997
C 4.78020 2.52609 -0.88005
C 4.08538 1.33397 -1.00206
H 4.38872 -0.82766 1.45443
H 3.38341 -2.24149 1.81821
H 2.53263 0.69806 1.92407
H 2.74784 -0.38051 3.30678
H 0.75086 -1.22902 4.13066
H -0.69650 -1.06545 3.13143
H -0.64438 1.37915 1.81899
H -0.78200 3.76877 2.38752
H -0.01397 4.56105 4.60888
H 0.89438 2.94477 6.24409
H 1.03788 0.54681 5.66239
H 3.47741 -1.21910 -1.93395
H 4.59373 -2.04088 -0.85321
H 6.62325 -0.83568 -0.43582
H 7.86621 1.29187 -0.22618
H 6.68529 3.44515 -0.50858
H 4.26037 3.46647 -1.00986
H 3.02249 1.34205 -1.22442
F 0.00944 1.11186 -0.62552
C -0.92323 0.69419 -1.57938
F -0.39235 1.12243 -2.78827
C -2.08894 1.67154 -1.34408
F -2.97284 1.64243 -2.34785
F -2.74331 1.35113 -0.20542
F -1.68299 2.94360 -1.21199
S -0.65221 -5.75144 -2.69602
C -1.06404 -4.19679 -2.46735
N -1.37253 -3.07689 -2.31322
N -7.89165 -1.44894 -3.87471
C -7.41408 -1.43647 -2.60603
O -8.13872 -1.49604 -1.63519
C -5.91421 -1.33506 -2.43924
C -5.42837 -1.20640 -1.14938
C -4.06464 -1.10512 -0.95419
N -3.19434 -1.13129 -1.96443
C -3.65551 -1.27407 -3.20613
C -5.00422 -1.37376 -3.48567
H -8.88925 -1.48080 -3.99398
H -7.31155 -1.31222 -4.67939
H -6.11721 -1.18882 -0.31756
H -3.65114 -0.99227 0.03824
H -2.91419 -1.32345 -3.99156
H -5.30018 -1.49973 -4.51750
*
```

- LUMO level (spin up / spin down): -0.0384 / -0.0369 hartree
- Frontier orbital gap (spin up / spin down): 6.316 / 6.317 eV

Charges in e, computed with natural (NBO), in the same order as the atoms: number 1, Ni, carries 0.936; number 2, S, carries 0.029; number 3, C, carries 0.086; number 4, N, carries -0.375; number 5, C, carries -0.230; number 6, C, carries -0.226; number 7, N, carries -0.381; number 8, C, carries -0.242; number 9, C, carries -0.067; number 10, C, carries -0.156; number 11, C, carries -0.214; number 12, C, carries -0.207; number 13, C, carries -0.208; number 14, C, carries -0.209; number 15, C, carries 0.089; number 16, S, carries -0.105; number 17, C, carries -0.265; number 18, C, carries 0.036; number 19, C, carries -0.245; number 20, C, carries -0.204; number 21, C, carries -0.210; number 22, C, carries -0.187; number 23, C, carries -0.242; number 24, H, carries 0.237; number 25, H, carries 0.211; number 26, H, carries 0.225; number 27, H, carries 0.226; number 28, H, carries 0.208; number 29, H, carries 0.258; number 30, H, carries 0.223; number 31, H, carries 0.223; number 32, H, carries 0.217; number 33, H, carries 0.216; number 34, H, carries 0.208; number 35, H, carries 0.257; number 36, H, carries 0.215; number 37, H, carries 0.213; number 38, H, carries 0.218; number 39, H, carries 0.218; number 40, H, carries 0.220; number 41, H, carries 0.231; number 42, F, carries -0.390; number 43, C, carries 0.292; number 44, F, carries -0.371; number 45, C, carries 0.897; number 46, F, carries -0.322; number 47, F, carries -0.336; number 48, F, carries -0.321; number 49, S, carries -0.261; number 50, C, carries 0.198; number 51, N, carries -0.749; number 52, N, carries -0.807; number 53, C, carries 0.649; number 54, O, carries -0.590; number 55, C, carries -0.079; number 56, C, carries -0.202; number 57, C, carries 0.066; number 58, N, carries -0.480; number 59, C, carries 0.085; number 60, C, carries -0.227; number 61, H, carries 0.412; number 62, H, carries 0.395; number 63, H, carries 0.256; number 64, H, carries 0.221; number 65, H, carries 0.223; number 66, H, carries 0.214

=====

Number 1: maximum force 0.1513 hartree/bohr. Number 2: maximum force 0.0855 hartree/bohr. Number 3: maximum force 0.0146 hartree/bohr.